95
Properties=species:S:1:pos:R:3:forces:R:3 method="wB97M-V/def2-TZVPD" lumo_energy_ha=-0.07426 gap_ev=3.39
I 0.065854 -1.679612 -5.695085 0.2 -0.1 -0.3
I -0.658043 1.075677 -7.300989 0.0 0.1 0.0
Sc -0.950429 -0.693294 -3.070489 -0.6 -0.1 -0.2
Cl -2.866507 -2.458510 0.209347 0.0 0.0 0.1
Cl -3.743155 -2.886179 -5.147292 0.0 0.0 -0.1
S 3.674608 -2.100978 -2.480246 -0.1 0.0 0.0
F -0.146347 -2.927750 3.370974 0.0 0.1 0.0
O -0.822691 1.371370 -2.800169 -0.1 0.4 0.3
O -2.511520 0.195405 -4.455701 0.1 -0.1 -0.2
O -0.497205 3.457796 -2.058377 -0.3 -0.1 0.0
O -0.340886 -0.591721 -0.966274 0.2 0.1 0.2
N -0.648436 -1.001291 5.348463 0.0 0.0 0.0
N 1.535204 -0.775959 -3.023823 -0.2 -0.3 -0.1
N -1.711670 -0.657715 7.535550 0.0 0.0 0.1
N -2.174509 -2.078473 -2.689654 0.1 0.3 -0.1
N -0.481424 2.349787 1.849981 0.0 0.1 -0.1
C 0.315042 4.624516 2.576535 0.0 0.0 0.0
C -0.334275 0.023166 1.275035 0.0 0.0 0.3
C 0.467016 -5.374379 -2.479637 0.0 -0.1 0.1
C 1.992108 -1.982119 -2.931379 0.3 0.1 0.1
C -0.279082 -1.634093 2.989283 0.0 -0.1 0.0
C -0.430291 1.025053 2.252631 0.0 0.0 -0.2
C 0.404955 -0.681253 6.291266 0.0 0.0 0.0
C -0.440759 -4.400455 -4.480696 0.1 -0.1 0.1
C -0.528565 0.664938 3.599281 0.0 -0.1 0.1
C -5.746506 -4.190880 -1.950702 -0.1 -0.1 0.0
C -5.342218 -3.918432 -3.253606 0.0 0.0 0.0
C -0.400171 0.339467 -0.156948 0.0 -0.1 0.0
C -0.659560 2.252275 -1.896423 0.4 -0.1 -0.1
C -0.273740 -0.234573 7.607957 0.1 0.0 -0.1
C 2.346592 1.549586 -2.841531 -0.1 0.1 0.0
C -4.181435 -3.218190 -3.489170 0.2 0.1 0.3
C -1.327441 -2.238919 5.695057 0.0 0.0 0.0
C 1.251479 -4.254829 -2.291985 0.0 0.1 0.0
C -0.238218 -1.311790 1.662670 0.0 0.0 -0.1
C 3.393873 2.398737 -2.521485 0.0 -0.1 0.0
C 4.815446 0.463012 -2.071511 0.0 0.0 0.0
C 2.228653 4.316852 -3.680955 0.0 0.0 0.0
C 2.514246 0.169354 -2.756210 0.1 0.2 0.1
C 4.505764 4.665676 -2.747146 0.0 0.0 0.0
C -1.828292 -2.101752 7.152115 0.0 -0.1 -0.1
C -0.556353 1.727370 -0.474356 -0.2 0.1 -0.1
C -3.301629 -2.721195 -2.460479 0.0 -0.2 0.0
C -3.804954 -3.032845 -1.154401 0.0 0.0 -0.2
C 3.185082 3.912896 -2.551193 0.0 0.1 0.0
C 0.341197 -3.263808 -4.300709 0.0 -0.2 0.0
C -0.471706 -0.667528 3.974722 0.0 0.2 0.0
C -4.965356 -3.732349 -0.901298 0.1 0.0 0.1
C -0.534964 3.416585 2.816519 0.0 0.0 0.0
C -0.380651 -5.447652 -3.578018 0.0 0.1 -0.1
C 3.751410 -0.370074 -2.390890 -0.1 -0.1 -0.1
C 1.192268 -3.186178 -3.193051 -0.1 -0.1 -0.1
C 4.619027 1.830137 -2.129709 0.0 0.0 0.0
C 0.675047 3.666584 3.673089 0.0 0.0 0.0
C 2.567762 4.333212 -1.205428 0.0 0.0 0.0
C -0.568340 2.642575 0.522747 0.0 -0.1 0.2
H 0.502934 -6.186680 -1.764919 0.0 0.0 0.0
H -1.221402 -2.665860 7.857465 0.0 0.0 0.0
H 5.183176 4.541012 -1.900292 0.0 0.0 0.0
H 1.066078 -1.536650 6.476889 0.0 0.0 0.0
H -0.685998 1.421513 4.356442 0.0 0.0 0.0
H -0.102322 5.584696 2.841087 0.0 0.0 0.0
H 1.013619 0.126918 5.895165 0.0 0.0 0.0
H 1.586923 3.867883 -1.082996 0.1 0.0 0.0
H -1.513582 3.569853 3.258552 0.0 0.0 0.0
H 2.587550 3.953222 -4.645602 0.0 0.0 0.0
H 5.014994 4.337870 -3.655726 0.0 0.0 0.0
H 1.528441 3.023256 3.505306 0.0 0.0 0.0
H -2.115300 0.787823 -5.130037 0.0 0.1 0.0
H 1.899253 -4.177211 -1.426484 0.0 0.0 0.0
H -5.256957 -3.916054 0.125416 0.0 0.0 0.0
H -0.651403 3.688732 0.260624 0.0 0.0 0.0
H -1.122627 -4.447724 -5.317052 0.0 0.0 0.0
H 3.217330 4.046382 -0.373097 0.0 0.0 0.0
H 0.938689 4.625928 1.693096 0.0 0.0 0.0
H -2.194441 -0.461405 8.410909 0.0 0.0 0.0
H -2.919990 -0.512099 -4.980927 0.0 0.0 0.2
H 0.163090 -0.700515 8.488568 0.0 0.0 0.0
H -0.690102 -3.123476 5.623740 0.0 0.0 0.0
H 2.166761 5.406215 -3.728749 0.0 0.0 0.0
H 4.301905 5.733574 -2.841304 0.0 0.0 0.0
H -1.010396 -6.315696 -3.725179 0.0 0.0 0.0
H 2.431316 5.418319 -1.180127 0.0 0.0 0.0
H 5.455344 2.469602 -1.885153 0.0 0.0 0.0
H 1.396566 1.932972 -3.187291 0.1 0.0 0.0
H 1.216416 3.946434 -3.518814 0.1 0.0 0.0
H -5.936610 -4.247892 -4.096083 0.0 0.0 0.0
H -0.257688 0.846240 7.731884 0.0 0.0 0.0
H -6.657511 -4.742049 -1.760410 0.0 0.0 0.0
H -0.159291 -2.073830 0.897121 0.0 0.0 0.0
H -2.163339 -2.378684 5.011926 0.0 0.0 0.0
H -2.140608 -0.117201 6.778489 0.0 0.0 0.0
H 5.780093 0.055524 -1.797486 0.0 0.0 0.0
H -2.865471 -2.409129 7.259444 0.0 0.0 0.0
H 0.519218 3.970931 4.699388 0.0 0.0 0.0

***

24
Properties=species:S:1:pos:R:3:forces:R:3 method="wB97M-V/def2-TZVPD" lumo_energy_ha="0.21466 / 0.21350" multiplicity=4 total_charge=-2 gap_ev="5.19 / 7.14"
V 20.579359 -14.580271 1.609699 1.4 0.7 -0.7
O 22.586551 -14.448426 0.976843 -0.6 -0.1 0.3
C 23.934780 -15.427152 2.767074 0.5 -0.9 0.2
C 23.716207 -15.143519 1.287235 -0.2 0.5 -0.7
B 19.994233 -15.951353 3.212990 -1.0 -1.7 0.7
B 20.114446 -12.385454 2.577883 0.2 0.5 -0.1
B 19.011826 -14.841359 -0.081643 -0.8 0.0 -0.8
H 21.123789 -15.611040 3.154563 1.0 0.6 0.4
H 19.835868 -13.986072 -0.196319 0.8 0.7 0.0
H 19.811156 -16.757215 4.106072 0.1 0.1 0.2
H 18.222270 -14.679244 -0.996565 0.0 -0.1 -0.1
H 18.482467 -14.688072 0.972620 -0.6 0.0 0.4
H 19.569558 -15.899485 -0.097186 0.2 -0.7 -0.2
H 23.952688 -14.547142 3.409702 -0.2 0.2 -0.2
H 19.221260 -15.053647 3.207473 -0.4 0.5 0.4
H 19.810998 -16.501391 2.167873 -0.1 -0.7 -0.6
H 23.182389 -16.126297 3.136476 -0.1 0.2 0.1
H 19.882955 -11.338684 3.150914 0.0 0.0 0.2
H 20.863851 -12.208766 1.657398 0.2 0.3 -0.7
H 24.609278 -14.585844 0.906549 0.0 0.0 0.2
H 23.763038 -16.109237 0.726104 0.1 -0.2 0.3
H 20.720803 -13.164771 3.246366 0.4 -0.2 0.9
H 19.147105 -12.966642 2.188932 -0.7 0.2 0.0
H 24.900643 -15.952842 2.886838 0.0 0.2 0.0

***

42
Properties=species:S:1:pos:R:3:forces:R:3 method="wB97M-V/def2-TZVPD" lumo_energy_ha=0.02581 gap_ev=8.80
S 2.459434 1.251745 1.533558 0.3 0.1 0.0
O 2.339676 1.611530 -2.218560 0.1 0.0 -0.1
N 0.634985 0.812810 -1.023383 -0.6 -0.9 -0.8
N -0.059405 0.719960 0.131166 -0.1 0.5 0.5
C 3.890503 -1.695750 -0.840005 0.0 0.0 -0.1
C -1.419124 -1.175640 -0.681353 0.2 0.2 -0.3
C 3.694588 -0.453922 -0.263026 0.1 -0.1 0.0
C 1.249975 3.441749 0.430719 0.0 0.0 0.1
C -0.958461 -0.155683 0.320575 0.1 -0.2 -0.1
C 2.334967 -2.673896 0.700415 0.0 -0.1 0.0
C -3.757006 0.516707 0.330165 -0.2 -0.2 0.1
C -1.648584 -0.107206 1.647682 -0.1 0.0 0.1
C 2.121462 -1.434260 1.273637 0.0 0.1 0.0
C 3.210512 -2.805340 -0.365407 0.0 -0.1 0.0
C 1.760059 1.562501 -1.152979 0.2 0.3 0.0
C 2.232202 2.338817 0.058626 0.2 -0.2 0.3
C -3.172544 -0.231298 1.532730 0.1 0.2 0.0
C -3.810348 -0.327646 -0.945684 0.1 0.3 -0.1
C 2.791051 -0.321214 0.782314 0.1 0.3 0.2
C -2.458409 -0.546672 -1.621210 -0.2 -0.2 0.0
H 0.294738 3.003649 0.706872 0.0 0.1 0.0
H -4.779414 0.816380 0.570852 0.0 0.1 0.0
H 4.236089 0.403343 -0.631190 0.0 0.1 0.0
H -1.268946 -0.921668 2.271403 0.0 0.0 0.1
H -4.254914 -1.297586 -0.708285 -0.1 0.0 0.0
H -2.081936 0.411850 -1.988558 0.0 0.0 -0.1
H 3.207125 2.767723 -0.190047 -0.2 -0.1 -0.1
H -4.469594 0.164768 -1.664727 -0.1 -0.1 0.0
H 1.635394 4.009739 1.274022 0.0 0.1 0.0
H 0.393004 0.248046 -1.837488 0.1 0.1 0.2
H -1.375275 0.831066 2.131354 0.0 0.0 0.0
H -2.601592 -1.199379 -2.485806 0.0 0.1 0.0
H -3.182211 1.427038 0.148785 0.0 0.1 0.0
H 1.809355 -3.537853 1.080576 0.0 -0.1 0.0
H 1.435736 -1.312051 2.097858 -0.1 0.0 0.1
H -3.462181 -1.282156 1.469045 -0.1 0.0 0.1
H -3.608043 0.164084 2.451933 0.0 -0.1 0.0
H -1.858222 -2.029715 -0.166226 0.0 -0.1 0.0
H 1.111688 4.113524 -0.414382 0.0 0.1 0.0
H -0.566601 -1.541976 -1.262050 0.0 -0.1 0.1
H 4.583004 -1.794489 -1.662452 0.1 0.0 -0.1
H 3.367253 -3.771609 -0.821472 0.0 -0.1 0.0

***

Energy above the lowest of the compared OMol25 structures with the same formula, charge and spin / kJ/mol: 26.5 0.0 135.9
Strongest force on any atom / Eh/bohr: 0.01248 0.04011 0.02603